Here is a cluster of 9 separate species, C22H65N3O11 in total at a distorted geometry from OMol25. Energies are from wB97M-V/def2-TZVPD.

```
101
Properties=species:S:1:pos:R:3:lowdin_charge:R:1
C 2.15228 -0.76334 -0.86597 -0.086
O 2.26838 -0.97169 -2.27814 -0.204
C 3.40528 -0.39608 -2.88909 -0.228
C 3.39654 -0.32807 -4.38779 -0.463
C 4.59151 0.46092 -4.91614 -0.069
N 2.26154 0.37908 -4.96159 0.032
H 1.93117 0.30399 -0.87167 0.088
H 3.06726 -0.97398 -0.31229 0.082
H 1.38520 -1.38978 -0.41071 0.087
H 3.62962 0.54019 -2.37803 0.124
H 4.24374 -1.05071 -2.65130 0.126
H 3.47044 -1.27305 -4.92597 0.141
H 4.50754 0.66104 -5.98431 0.081
H 5.50093 -0.09173 -4.68028 0.079
H 4.45070 1.34664 -4.29666 0.075
H 1.47874 -0.13529 -4.58378 0.063
H 2.16016 1.28717 -4.53127 0.072
C -10.53680 -4.02958 2.66345 -0.106
O -9.61591 -3.70795 1.60662 -0.200
C -9.14988 -2.35662 1.57315 -0.209
C -7.70340 -2.28078 2.16186 -0.184
N -7.55217 -2.68979 3.61074 -0.065
C -6.12358 -2.66538 4.08053 -0.181
C -5.64684 -1.19413 4.30659 -0.164
O -4.19292 -1.19391 3.93566 -0.210
C -3.48447 0.07373 4.15211 -0.105
H -10.40645 -3.45986 3.58352 0.081
H -10.41720 -5.11158 2.71901 0.088
H -11.58029 -3.86853 2.39274 0.075
H -9.87219 -1.70464 2.06438 0.116
H -8.98188 -1.97122 0.56749 0.111
H -7.41951 -1.26493 1.88696 0.105
H -7.10375 -2.93392 1.52787 0.110
H -7.94750 -3.60466 3.77459 0.086
H -5.56928 -3.20408 3.31199 0.105
H -6.02862 -3.22058 5.01371 0.111
H -5.86766 -0.94411 5.34429 0.108
H -6.17260 -0.40297 3.77205 0.103
H -2.42628 -0.18701 4.13332 0.080
H -3.75605 0.64556 5.03944 0.075
H -3.64911 0.87225 3.42868 0.069
C 0.19016 7.08008 3.34625 -0.100
O 1.40591 6.32567 3.43239 -0.190
C 2.62384 6.97552 3.80689 -0.246
C 3.81137 6.12149 3.75832 -0.222
N 3.77507 5.02556 4.73087 -0.056
C 5.00260 4.32521 4.83931 -0.244
C 4.85534 3.27160 5.93765 -0.174
O 4.24288 2.05822 5.38469 -0.213
C 5.12429 0.96130 5.09703 -0.116
H 0.19997 7.90517 2.63406 0.079
H -0.15758 7.39923 4.32875 0.086
H -0.55121 6.45900 2.84350 0.080
H 2.49313 7.43148 4.78829 0.125
H 2.83492 7.78944 3.11330 0.120
H 4.70422 6.71002 3.96937 0.128
H 3.81023 5.69342 2.75589 0.127
H 3.11052 4.37297 4.34025 0.116
H 5.84322 4.99210 5.03095 0.121
H 5.27587 3.73822 3.96246 0.118
H 4.35941 3.61893 6.84403 0.122
H 5.85055 2.93879 6.23244 0.104
H 4.73355 -0.01959 4.82634 0.079
H 5.59179 0.73493 6.05532 0.078
H 5.90282 1.14900 4.35760 0.079
C 0.37944 -4.80060 6.00915 -0.203
O 0.77190 -3.92120 7.00656 -0.100
H -0.70324 -4.87394 5.90664 0.071
H 0.75343 -4.52931 5.02192 0.076
H 0.65767 -5.84057 6.17994 0.077
H 0.81765 -3.05254 6.60042 0.078
C -0.24687 -6.03900 -4.17749 -0.184
O 0.07447 -7.26337 -4.75619 -0.124
H 0.58785 -5.47075 -3.76710 0.072
H -0.64565 -5.32502 -4.89811 0.077
H -0.90488 -6.37676 -3.37684 0.079
H 0.93004 -7.66197 -4.58089 0.079
C 7.97680 -5.02310 -7.48529 -0.183
O 8.49155 -6.09201 -8.23200 -0.119
H 6.89584 -4.96412 -7.61228 0.078
H 8.21723 -5.01722 -6.42215 0.076
H 8.36316 -4.14595 -8.00437 0.074
H 9.43120 -6.13522 -8.04018 0.074
C -1.60932 5.46677 -2.31687 -0.128
O -1.09627 5.17426 -3.67036 -0.141
H -2.21177 6.36727 -2.43627 0.070
H -2.11154 4.64699 -1.80322 0.072
H -0.76770 5.75583 -1.68742 0.069
H -1.76513 4.64118 -4.10629 0.059
C 2.40987 2.74282 -10.72803 -0.192
O 2.08896 1.40323 -10.52455 -0.112
H 2.72781 2.71826 -11.77034 0.080
H 1.54014 3.39982 -10.72441 0.069
H 3.14012 3.18496 -10.05027 0.078
H 2.09818 1.20107 -9.58612 0.075
C -3.67490 -1.89237 -2.09033 -0.167
O -5.00006 -1.84378 -2.58237 -0.128
H -3.35374 -2.93367 -2.06451 0.078
H -2.95593 -1.34608 -2.70085 0.072
H -3.74430 -1.48316 -1.08244 0.074
H -5.29157 -0.92913 -2.58884 0.070
```

Results
Multiplicity: 1
Strongest force on any atom, eV Å⁻¹: 2.6
E_LUMO, eV: 0.09
Net charge: 0
SMILES: COC[C@H](C)N.COCCNCCOC.COCCNCCOC.CO.CO.CO.CO.CO.CO